*one*
The following is a DFT calculation (ωB97M-V with the def2-TZVPD basis set) of a 2-piece molecular cluster, C6H7Cl2N overall.

Last column: Löwdin charge in e.
Positions of all 16 atoms, in Å:
C: 5.51 4.09 7.76  -1.10
Cl: 7.21 3.84 8.11  0.51
Cl: 4.38 3.16 8.72  0.52
H: 5.31 5.15 7.84  0.00
H: 5.35 3.82 6.71  0.02
N: 4.01 6.81 6.34  0.05
C: 4.81 7.83 6.10  -0.16
C: 4.87 8.48 4.91  -0.08
C: 4.08 8.08 3.85  -0.07
C: 3.20 7.04 4.14  -0.07
C: 3.21 6.43 5.37  -0.16
H: 5.57 8.00 6.86  0.11
H: 5.64 9.21 4.72  0.10
H: 4.09 8.58 2.90  0.11
H: 2.66 6.65 3.29  0.10
H: 2.67 5.51 5.57  0.11

The orbital gap comes out at 10.88 eV. As for the spin multiplicity: 1. Its SMILES is c1ccncc1.ClCCl.

***

*two*
The following is a DFT calculation (ωB97M-V with the def2-TZVPD basis set) of one molecule with the formula C6H7Cl2N.

Last column: Löwdin charge in e.
Positions of all 16 atoms, in Å:
C: 0.61 -0.44 1.18  -0.14
C: 1.84 -0.28 0.66  -0.16
C: 1.30 -0.15 -1.60  -0.20
C: 0.05 0.54 -1.39  -0.01
C: -0.62 -0.42 0.38  -0.77
C: -1.71 0.46 0.92  -0.63
N: 2.13 -0.41 -0.67  0.05
Cl: -1.23 -2.02 -0.05  0.65
Cl: -2.97 0.83 -0.30  0.56
H: 0.49 -0.66 2.23  0.11
H: 2.71 -0.24 1.29  0.11
H: 1.56 -0.51 -2.59  0.11
H: 0.11 1.52 -0.93  0.09
H: -0.72 0.43 -2.13  0.06
H: -1.32 1.42 1.26  0.08
H: -2.22 -0.05 1.74  0.08

The orbital gap comes out at 8.67 eV. As for the spin multiplicity: 1. Its SMILES is C=C/N=C\C=C(\Cl)CCl.

***

So which one wins? Going from most stable to least: *one*, *two*.